106
Properties=species:S:1:pos:R:3:mulliken_charge:R:1 method="wB97M-V/def2-TZVPD" fmax_ev_per_a=5.820 multiplicity=1 molar_mass_g_mol=891.604 orbital_gap_ev=7.693 lumo_energy_ev=-0.176 total_charge=0 homo_ev=-7.870
C 1.29599 -6.01862 2.15082 -0.84
C -0.19349 -5.43261 1.91906 -0.26
S -0.42877 -3.72631 2.61357 -0.01
C -1.60644 -2.78772 1.53729 -1.35
C -1.18015 -1.23938 1.28993 0.66
C -1.48350 -0.28173 2.53154 -0.61
Br -0.13752 -0.48659 4.02410 -0.02
C -2.92663 -0.48644 3.23244 0.17
C -4.15578 -0.62465 2.21756 -0.97
Br -2.92950 -1.90969 4.66509 -0.09
O -1.90139 -0.88534 0.06692 -0.37
C -1.59745 0.44403 -0.39306 -0.41
C -0.04808 0.80136 -0.55496 0.33
C 0.08139 2.40502 -0.27279 -0.67
C -0.70559 3.30032 -1.34111 -0.31
C -0.78750 2.67502 -2.81107 -0.87
Br -2.52759 3.87932 -0.70848 -0.12
N 0.86584 0.13782 0.43599 -0.08
C 0.38870 -1.25161 0.84797 0.56
C 0.70036 -2.25517 -0.36634 -0.28
O 1.33875 -3.33228 -0.07057 -0.61
O 0.30545 -2.07592 -1.66535 -0.73
H 2.11206 -5.22664 2.03968 0.09
H 1.41832 -6.85859 1.37499 0.33
H 1.33679 -6.52268 3.18246 0.32
H -0.32467 -5.34186 0.78159 0.18
H -0.98958 -6.19030 2.27314 0.41
H -2.65328 -2.89702 1.96743 0.30
H -1.63019 -3.33047 0.51641 0.57
H -1.42784 0.84583 2.28876 0.38
H -3.11312 0.48558 3.82360 0.08
H -4.47746 -1.70303 2.02990 0.29
H -3.98723 -0.03167 1.24450 0.14
H -5.05561 -0.10423 2.72334 0.40
H -2.15944 1.17989 0.29329 0.19
H -2.08052 0.56682 -1.42813 -0.14
H 0.32306 0.51856 -1.60183 0.03
H 1.19549 2.63399 -0.18949 0.32
H -0.37217 2.55032 0.77801 0.27
H -0.11440 4.28515 -1.44317 0.52
H -1.65908 1.96438 -2.98405 0.31
H 0.22849 2.20039 -3.03936 0.10
H -0.93295 3.55921 -3.53497 0.38
H 1.78598 -0.00876 -0.03239 0.60
H 1.00873 0.74436 1.26418 0.68
H 1.08240 -1.55998 1.70139 0.24
C 4.33788 -3.59736 5.33952 0.12
O 5.03768 -4.34578 5.99454 -0.60
N 4.52004 -3.30072 4.02110 0.21
C 3.64123 -2.39703 3.30800 -0.81
C 5.62804 -3.90913 3.31066 -1.01
H 3.46925 -3.08275 5.78181 0.27
H 3.18183 -2.93300 2.47238 0.38
H 4.22886 -1.55677 2.92668 0.31
H 2.85583 -2.01630 3.96385 0.11
H 5.52444 -4.99619 3.34886 0.31
H 6.56426 -3.62947 3.80004 0.33
H 5.64404 -3.57853 2.27152 0.37
C 3.21738 1.94289 -4.87617 0.06
O 2.09868 2.37345 -4.66339 -0.55
N 3.61140 0.65465 -4.67400 0.21
C 4.96245 0.20949 -4.95019 -0.93
C 2.64502 -0.30178 -4.16439 -0.71
H 4.02354 2.58804 -5.26116 0.25
H 4.92975 -0.58463 -5.70028 0.32
H 5.40604 -0.17613 -4.02869 0.32
H 5.57529 1.03054 -5.32551 0.31
H 1.80251 -0.36257 -4.85743 0.30
H 2.27724 0.04456 -3.19536 0.01
H 3.09974 -1.28648 -4.05263 0.41
C -3.16669 6.62480 -2.43606 0.54
O -1.98528 6.60242 -2.72740 -0.60
N -4.04965 7.59764 -2.80104 0.10
C -5.44468 7.55362 -2.41432 -0.86
C -3.57755 8.71115 -3.60147 -0.95
H -3.62662 5.82603 -1.83067 -0.18
H -6.06403 7.53666 -3.31479 0.32
H -5.67980 8.44416 -1.82566 0.33
H -5.65676 6.66481 -1.81798 0.27
H -3.16695 8.32947 -4.53938 0.29
H -2.78486 9.23177 -3.05878 0.29
H -4.39314 9.40356 -3.81299 0.37
C 2.36306 -4.24383 -7.45257 0.12
O 3.31301 -4.75338 -8.01747 -0.59
N 2.08565 -4.35328 -6.12278 0.12
C 0.93150 -3.71471 -5.52173 -0.74
C 2.97296 -5.13308 -5.28163 -0.98
H 1.62698 -3.63074 -7.99792 0.27
H 1.27278 -3.02229 -4.74840 0.18
H 0.29596 -4.48123 -5.07193 0.32
H 0.35548 -3.16407 -6.26739 0.31
H 3.97880 -4.70853 -5.33131 0.29
H 3.00809 -6.16005 -5.65314 0.32
H 2.62319 -5.12818 -4.24862 0.38
C -2.68771 2.73451 5.33655 0.06
O -1.74240 2.25397 4.73579 -0.61
N -2.93643 2.57461 6.66475 0.13
C -4.08415 3.17844 7.31074 -0.92
C -2.02317 1.77396 7.45873 -0.87
H -3.44060 3.35830 4.82756 0.35
H -3.73667 3.84774 8.10171 0.34
H -4.70416 2.39016 7.74494 0.34
H -4.67968 3.74868 6.59608 0.29
H -1.02322 2.21112 7.40392 0.29
H -1.98553 0.76146 7.04896 0.22
H -2.35099 1.73719 8.49804 0.38